(1)
{
  "formula": "C42H84BrF5N2O15P",
  "method": "the ωB97M-V functional and the def2-TZVPD basis",
  "symbols": ["C", "C", "C", "C", "C", "C", "N", "C", "Br", "C", "O", "C", "C", "C", "C", "O", "O", "O", "C", "C", "C", "O", "C", "P", "N", "C", "C", "C", "C", "C", "F", "F", "C", "F", "F", "F", "H", "H", "H", "H", "H", "H", "H", "H", "H", "H", "H", "H", "H", "H", "H", "H", "H", "H", "H", "H", "H", "H", "H", "H", "H", "H", "H", "H", "H", "H", "H", "H", "H", "H", "C", "O", "C", "C", "O", "C", "H", "H", "H", "H", "H", "H", "H", "H", "H", "H", "C", "O", "C", "C", "O", "C", "H", "H", "H", "H", "H", "H", "H", "H", "H", "H", "C", "O", "C", "C", "O", "C", "H", "H", "H", "H", "H", "H", "H", "H", "H", "H", "C", "O", "C", "C", "O", "C", "H", "H", "H", "H", "H", "H", "H", "H", "H", "H", "C", "O", "C", "C", "O", "C", "H", "H", "H", "H", "H", "H", "H", "H", "H", "H"],
  "coordinates": [[10.052, 1.978, 1.937], [9.200, 3.160, 1.184], [7.681, 2.573, 0.806], [6.915, 1.914, 2.117], [5.284, 2.014, 1.865], [4.687, 0.724, 0.984], [3.312, 1.151, 0.481], [2.013, 0.781, 1.211], [1.982, -0.350, 2.909], [0.501, 1.235, 0.669], [-0.755, 0.853, 1.332], [-0.974, 1.590, 2.587], [-1.586, 0.483, 3.671], [0.395, 2.134, -0.701], [-1.042, 2.624, -1.322], [-1.664, 1.918, -2.269], [-1.585, 3.914, -0.802], [-0.680, 4.487, -0.020], [-1.350, 4.994, 1.212], [-1.200, 6.645, 1.373], [-2.202, 7.091, 2.623], [-1.599, 7.372, 0.154], [1.799, 2.517, -1.461], [1.668, 3.571, -3.079], [2.120, 5.130, -2.784], [3.230, 1.984, -0.815], [4.591, 2.381, -1.687], [5.191, 1.135, -2.574], [4.332, -0.258, -2.481], [5.103, -1.561, -3.192], [6.561, -1.352, -3.357], [4.419, -2.001, -4.455], [4.929, -2.853, -2.145], [3.481, -3.165, -1.888], [5.568, -4.076, -2.687], [5.596, -2.588, -0.816], [9.579, 0.925, 1.740], [10.035, 2.163, 3.104], [11.175, 1.997, 1.577], [9.054, 4.121, 1.875], [9.692, 3.484, 0.167], [7.107, 3.491, 0.344], [7.825, 1.785, -0.078], [7.201, 0.762, 2.128], [7.217, 2.470, 3.104], [4.943, 2.995, 1.327], [4.705, 1.984, 2.901], [5.438, 0.431, 0.119], [4.670, -0.179, 1.729], [0.073, 1.917, 2.994], [-1.768, 2.450, 2.520], [-0.984, -0.542, 3.561], [-2.732, 0.245, 3.479], [-1.441, 0.817, 4.794], [-0.988, 4.468, 2.192], [-2.502, 4.756, 1.069], [-0.113, 6.973, 1.678], [-1.501, 7.426, 3.528], [-2.856, 8.025, 2.328], [-2.887, 6.205, 2.996], [-1.300, 8.337, 0.193], [0.316, 3.545, -3.642], [2.602, 3.089, -4.106], [1.337, 5.785, -3.028], [5.440, 2.659, -0.896], [4.456, 3.331, -2.357], [5.327, 1.478, -3.709], [6.303, 0.916, -2.197], [4.073, -0.612, -1.393], [3.333, -0.096, -3.098], [-1.273, 7.217, -2.790], [-0.430, 7.550, -3.888], [-1.172, 7.783, -5.089], [-1.306, 9.281, -5.379], [-2.136, 9.924, -4.406], [-1.376, 10.646, -3.443], [-0.673, 7.249, -1.877], [-2.100, 7.921, -2.685], [-1.661, 6.202, -2.917], [-2.157, 7.301, -5.041], [-0.610, 7.316, -5.906], [-1.796, 9.409, -6.349], [-0.321, 9.761, -5.434], [-0.974, 11.557, -3.898], [-0.558, 10.045, -3.037], [-2.041, 10.929, -2.623], [-2.809, -2.518, 6.491], [-2.302, -2.641, 5.167], [-2.010, -3.999, 4.823], [-3.101, -4.592, 3.927], [-4.333, -4.741, 4.641], [-5.268, -3.717, 4.320], [-3.193, -1.502, 6.618], [-3.623, -3.221, 6.681], [-2.003, -2.679, 7.213], [-1.864, -4.609, 5.723], [-1.066, -3.990, 4.267], [-2.792, -5.594, 3.614], [-3.242, -3.986, 3.024], [-5.674, -3.889, 3.318], [-4.816, -2.723, 4.369], [-6.088, -3.762, 5.042], [-4.265, -4.823, -0.062], [-5.146, -3.856, 0.499], [-5.430, -2.789, -0.412], [-6.814, -2.954, -1.046], [-6.853, -4.087, -1.919], [-7.501, -5.205, -1.322], [-4.250, -5.695, 0.598], [-4.593, -5.145, -1.052], [-3.253, -4.412, -0.120], [-4.651, -2.712, -1.181], [-5.419, -1.862, 0.171], [-7.026, -2.072, -1.660], [-7.594, -3.023, -0.278], [-8.580, -5.029, -1.285], [-7.124, -5.402, -0.315], [-7.310, -6.084, -1.943], [-14.061, -7.188, -1.790], [-13.160, -8.038, -2.493], [-12.140, -7.301, -3.174], [-10.813, -7.356, -2.410], [-10.897, -6.642, -1.173], [-11.045, -7.514, -0.058], [-14.682, -7.811, -1.141], [-13.532, -6.462, -1.169], [-14.710, -6.668, -2.501], [-12.453, -6.264, -3.345], [-12.003, -7.777, -4.151], [-10.042, -6.861, -3.011], [-10.496, -8.393, -2.245], [-10.095, -8.018, 0.144], [-11.830, -8.257, -0.224], [-11.315, -6.913, 0.815], [8.560, -3.417, -1.056], [9.744, -4.138, -0.734], [10.803, -3.278, -0.304], [10.964, -3.312, 1.219], [9.836, -2.719, 1.871], [8.948, -3.696, 2.404], [7.746, -4.135, -1.181], [8.285, -2.716, -0.266], [8.700, -2.879, -1.999], [10.644, -2.252, -0.661], [11.725, -3.653, -0.763], [11.840, -2.715, 1.493], [11.130, -4.336, 1.575], [9.392, -4.152, 3.294], [8.710, -4.471, 1.671], [8.021, -3.194, 2.693]],
  "gap_ev": 5.09,
  "total_charge": 1,
  "energy_ev": -171492.970
}

=====

(2)
{
  "formula": "C25H31ClN2OSiTl",
  "method": "the ωB97M-V functional and the def2-TZVPD basis",
  "symbols": ["Tl", "Cl", "C", "C", "C", "C", "O", "C", "C", "N", "C", "C", "C", "C", "C", "C", "C", "C", "N", "C", "C", "H", "H", "H", "H", "H", "H", "H", "H", "H", "H", "C", "Si", "C", "C", "C", "C", "C", "C", "C", "C", "H", "H", "H", "H", "H", "H", "H", "H", "H", "H", "H", "H", "H", "H", "H", "H", "H", "H", "H", "H", "H"],
  "coordinates": [[-0.599, -0.125, 0.033], [4.792, 3.948, -3.490], [3.372, 3.256, -2.780], [2.107, 3.768, -3.120], [0.971, 3.239, -2.572], [1.020, 2.158, -1.657], [-0.087, 1.691, -1.172], [2.306, 1.653, -1.317], [2.533, 0.620, -0.368], [1.664, -0.088, 0.290], [2.126, -1.028, 1.243], [3.246, -1.799, 1.085], [3.633, -2.723, 2.078], [2.890, -2.879, 3.211], [1.716, -2.111, 3.397], [0.894, -2.232, 4.540], [-0.224, -1.458, 4.652], [-0.533, -0.566, 3.609], [0.201, -0.419, 2.531], [1.327, -1.179, 2.413], [3.467, 2.227, -1.893], [2.044, 4.591, -3.819], [-0.003, 3.632, -2.829], [3.584, 0.444, -0.133], [3.834, -1.718, 0.180], [4.523, -3.317, 1.924], [3.177, -3.594, 3.971], [1.161, -2.943, 5.312], [-0.873, -1.522, 5.514], [-1.413, 0.064, 3.682], [4.441, 1.838, -1.624], [-3.688, -1.393, 1.059], [-3.293, -0.043, -0.161], [-3.498, -0.522, -1.965], [-5.022, -0.575, -2.214], [-2.857, 0.478, -2.935], [-2.908, -1.915, -2.208], [-3.580, 1.687, 0.519], [-5.090, 1.731, 0.850], [-3.236, 2.811, -0.462], [-2.797, 1.893, 1.821], [-4.763, -1.593, 1.088], [-3.377, -1.112, 2.065], [-3.185, -2.320, 0.787], [-5.503, 0.390, -2.045], [-5.519, -1.322, -1.589], [-5.203, -0.850, -3.256], [-3.391, 1.426, -2.957], [-2.895, 0.059, -3.945], [-1.812, 0.689, -2.698], [-3.339, -2.675, -1.554], [-1.822, -1.929, -2.086], [-3.122, -2.211, -3.238], [-5.714, 1.604, -0.038], [-5.329, 2.709, 1.276], [-5.379, 0.975, 1.583], [-3.857, 2.771, -1.357], [-2.187, 2.789, -0.760], [-3.434, 3.770, 0.024], [-3.076, 1.169, 2.589], [-3.028, 2.887, 2.213], [-1.714, 1.859, 1.677]],
  "gap_ev": 7.08,
  "total_charge": 1,
  "energy_ev": -56545.011
}

=====

(3)
{
  "formula": "H16O8",
  "method": "the ωB97M-V functional and the def2-TZVPD basis",
  "symbols": ["O", "H", "H", "O", "H", "H", "O", "H", "H", "O", "H", "H", "O", "H", "H", "O", "H", "H", "O", "H", "H", "O", "H", "H"],
  "coordinates": [[1.258, -0.360, 0.593], [1.482, -0.860, -0.201], [0.346, -0.087, 0.448], [-3.339, 1.469, -0.317], [-4.273, 1.235, -0.359], [-3.108, 1.675, -1.230], [-0.838, 2.754, 1.813], [-1.064, 2.450, 0.927], [-1.408, 3.520, 1.951], [-2.329, -1.882, 1.031], [-2.449, -2.133, 1.954], [-2.560, -2.678, 0.540], [3.299, 0.935, 0.516], [3.367, 0.190, -0.092], [2.835, 0.572, 1.280], [1.285, -1.518, -3.993], [0.724, -1.185, -3.284], [1.253, -0.826, -4.663], [-1.753, 2.834, 3.424], [-1.686, 2.325, 4.240], [-2.349, 2.316, 2.872], [4.068, -3.800, -2.342], [3.123, -3.921, -2.192], [4.116, -3.025, -2.914]],
  "gap_ev": 8.74,
  "total_charge": 0,
  "smiles": "O.O.O.O.O.O.O.O",
  "energy_ev": -16636.440
}